# 1
DFT (wB97M-V/def2-TZVPD) results for a 2-piece molecular cluster, C5H4ClFN2O overall.

```
14
C5H4ClFN2O (wB97M-V/def2-TZVPD)
C 0.014 -0.119 0.547
C 0.040 -1.467 0.243
C -0.281 -0.143 1.947
C 0.230 -2.670 -1.841
C 0.104 1.015 -0.378
N -0.288 -1.350 2.438
N -0.102 -2.148 1.382
O 0.302 -2.138 -2.839
F 0.251 -3.938 -1.517
Cl -0.559 1.234 2.960
H 0.586 1.803 0.264
H 0.673 0.767 -1.384
H -0.928 1.357 -0.712
H -0.167 -3.092 1.366
```

**E_LUMO**: -0.0382 Eh
**Orbital gap**: 0.303 hartree
**Highest occupied orbital energy**: -0.341 Ha
**2S+1**: 1

Results of the natural (NBO) charge analysis, in e, for atoms 1 through 2: atom 1 (C): -0.2490, atom 2 (C): 0.1288

---

# 2
DFT (wB97M-V/def2-TZVPD) results for C30H32ErF2N7O3S6Si as an isolated structure.

```
82
C30H32ErF2N7O3S6Si (wB97M-V/def2-TZVPD)
Er -0.404 -0.926 -1.602
C -4.087 1.272 -3.743
Si -3.670 0.603 -2.045
C -3.886 -1.243 -2.061
C -5.043 1.207 -0.879
N -2.066 0.908 -1.498
C -1.610 2.191 -1.361
C -2.420 3.343 -1.498
C -1.941 4.638 -1.350
C -0.609 4.860 -1.047
C 0.228 3.757 -0.897
C -0.261 2.476 -1.049
O 0.573 1.357 -0.894
C 1.868 1.619 -0.473
C 2.130 1.667 0.880
C 3.432 1.888 1.310
C 4.452 2.064 0.381
C 4.165 2.024 -0.980
C 2.864 1.807 -1.415
H -5.018 0.817 -4.107
H -3.278 1.010 -4.438
H -4.205 2.362 -3.758
H -4.948 -1.512 -2.155
H -3.536 -1.670 -1.120
H -3.353 -1.718 -2.886
H -5.971 0.673 -1.124
H -5.244 2.284 -0.958
H -4.802 0.988 0.169
H -3.468 3.198 -1.743
H -2.621 5.474 -1.478
H -0.215 5.862 -0.934
H 1.273 3.910 -0.665
H 1.318 1.516 1.582
H 3.647 1.906 2.372
H 5.471 2.225 0.718
H 4.957 2.154 -1.710
H 2.598 1.767 -2.468
N 4.440 1.079 5.293
C 3.687 0.274 4.419
C 2.307 0.442 4.315
C 1.574 -0.317 3.415
C 2.216 -1.239 2.598
C 3.591 -1.423 2.704
C 4.319 -0.671 3.611
S 1.234 -2.228 1.491
O -0.108 -2.106 1.985
O 1.867 -3.517 1.455
N 1.268 -1.496 0.040
C 2.387 -1.496 -0.744
N 3.628 -1.784 -0.320
C 4.582 -1.732 -1.241
C 4.362 -1.405 -2.569
C 3.054 -1.092 -2.903
N 2.097 -1.125 -2.007
H 3.916 1.454 6.065
H 5.307 0.666 5.593
H 1.805 1.172 4.945
H 0.499 -0.197 3.332
H 4.070 -2.156 2.067
H 5.395 -0.807 3.691
H 5.586 -1.964 -0.889
H 5.158 -1.381 -3.299
H 2.742 -0.794 -3.902
S -0.052 -2.709 -3.801
S -1.505 -1.768 -4.879
S -0.623 0.007 -5.571
S 0.244 0.831 -3.904
F -0.829 0.328 1.026
C -1.999 0.299 1.737
F -1.727 0.840 2.986
H -2.706 0.943 1.227
S -1.426 -3.591 -0.837
C -2.573 -3.827 0.416
N -3.034 -2.785 1.163
C -3.922 -3.035 2.113
C -4.403 -4.299 2.398
C -3.874 -5.311 1.606
N -2.990 -5.110 0.646
H -2.304 -0.730 1.834
H -4.266 -2.169 2.682
H -5.126 -4.485 3.180
H -4.188 -6.345 1.756
```

**E_LUMO (spin up / spin down)**: 0.1451 / 0.1451 Eh
**Orbital gap (spin up / spin down)**: 0.190 / 0.190 hartree
**Highest occupied orbital energy (spin up / spin down)**: -0.045 / -0.045 Ha
**Charge**: -2
**2S+1**: 4

Results of the Mulliken charge analysis, in e, for atoms 1 through 2: atom 1 (Er): -0.1584, atom 2 (C): -0.8585

---

# 3
DFT (wB97M-V/def2-TZVPD) results for a single C4H5NO2 molecule.

```
12
C4H5NO2 (wB97M-V/def2-TZVPD)
N -2.239 -0.276 -0.436
C -0.913 0.049 -0.164
C 0.218 -0.698 -0.259
C 1.290 0.187 0.086
O 2.609 -0.136 0.167
C 0.745 1.397 0.350
O -0.624 1.323 0.172
H -2.881 -0.112 0.331
H -2.311 -1.239 -0.741
H 0.288 -1.735 -0.556
H 2.658 -1.084 0.340
H 1.161 2.325 0.710
```

**E_LUMO**: 0.0291 Eh
**Orbital gap**: 0.317 hartree
**Highest occupied orbital energy**: -0.288 Ha
**2S+1**: 1
**SMILES**: Nc1cc(O)co1

Results of the natural (NBO) charge analysis, in e, for atoms 1 through 2: atom 1 (N): -0.8155, atom 2 (C): 0.4737

---

# 4
DFT (wB97M-V/def2-TZVPD) results for C36H53Br30N3O10PS as an isolated structure.

```
134
C36H53Br30N3O10PS (wB97M-V/def2-TZVPD)
C -4.686 1.945 4.749
C -3.631 1.275 4.713
C -2.322 0.412 4.424
C -1.387 1.371 3.509
C -1.922 1.272 2.007
C -0.864 1.587 0.861
P -1.935 2.827 -0.204
C -2.924 1.911 -1.524
O -0.874 3.925 -1.046
C 0.361 2.589 1.181
C 0.485 3.762 2.209
C 1.925 3.946 2.888
C 2.765 2.605 3.082
S 4.145 2.788 4.332
O 4.185 4.188 4.829
O 3.941 1.824 5.429
O 5.634 2.537 3.598
N 1.329 2.309 0.312
C 1.118 1.190 -0.658
C 0.894 1.622 -2.174
O 1.183 0.487 -3.034
C 0.338 0.494 -4.209
O 0.641 -0.717 -4.930
C 0.665 -1.844 -4.033
C 0.466 -3.227 -4.855
O -0.163 -3.007 -6.137
O 2.421 0.550 -0.717
N 3.407 1.380 -1.199
O 4.314 1.328 -0.437
C -0.072 0.415 0.127
C 0.842 -0.558 1.067
C 0.045 -1.309 2.188
C -0.581 -2.010 3.010
C -0.795 -0.594 -0.862
C -2.085 -1.344 -0.311
C -2.708 -2.148 -1.582
C -4.299 -1.877 -1.695
N -4.754 -1.826 -3.135
C -4.741 -0.420 -3.625
C -3.768 -0.060 -4.838
O -5.465 0.475 -3.178
H -5.756 2.239 4.562
H -1.836 0.130 5.404
H -2.686 -0.506 3.874
H -0.287 1.124 3.642
H -1.654 2.424 3.874
H -2.374 0.227 1.895
H -2.821 1.983 1.939
H -2.332 1.584 -2.434
H -3.689 2.676 -1.913
H -3.550 1.050 -1.122
H -1.270 3.954 -1.953
H 0.298 4.726 1.609
H -0.283 3.770 3.036
H 2.533 4.606 2.172
H 1.873 4.557 3.855
H 3.316 2.403 2.095
H 2.144 1.679 3.279
H 5.906 1.597 3.718
H 2.127 2.947 0.431
H 1.487 2.558 -2.483
H -0.198 1.885 -2.388
H -0.772 0.493 -3.923
H 0.626 1.403 -4.844
H -0.219 -1.761 -3.310
H 1.647 -1.967 -3.467
H 1.473 -3.770 -4.944
H -0.198 -3.880 -4.205
H -0.703 -3.811 -6.285
H 1.618 0.077 1.625
H 1.340 -1.383 0.451
H -1.230 -2.787 3.510
H -0.053 -1.415 -1.160
H -1.114 -0.134 -1.862
H -2.923 -0.676 0.049
H -1.885 -2.142 0.467
H -2.276 -1.779 -2.571
H -2.524 -3.263 -1.528
H -4.609 -0.888 -1.228
H -4.835 -2.763 -1.232
H -5.767 -2.060 -3.135
H -3.056 -0.945 -4.949
H -4.404 0.074 -5.772
H -3.152 0.862 -4.609
C 4.711 -4.823 -3.567
Br 3.544 -5.524 -4.943
Br 6.493 -4.476 -4.239
Br 3.943 -3.264 -2.712
H 4.803 -5.592 -2.804
C 1.669 -5.411 4.257
Br 0.903 -3.626 4.259
Br 3.075 -5.586 2.935
Br 2.268 -5.942 6.021
H 0.876 -6.097 3.970
C 8.101 5.175 2.914
Br 8.397 4.796 1.037
Br 9.740 5.675 3.815
Br 6.708 6.496 3.170
H 7.753 4.253 3.374
C 1.179 -5.162 10.066
Br 1.716 -3.312 9.861
Br -0.462 -5.545 9.110
Br 2.601 -6.382 9.571
H 0.977 -5.321 11.122
C 3.601 -8.689 -2.359
Br 2.435 -9.388 -3.734
Br 5.386 -8.346 -3.033
Br 2.841 -7.127 -1.493
H 3.693 -9.460 -1.598
C 0.618 5.074 -4.012
Br 1.158 6.926 -4.153
Br -1.030 4.725 -4.971
Br 2.034 3.866 -4.552
H 0.420 4.880 -2.960
C -9.236 0.694 -3.143
Br -10.743 0.573 -4.352
Br -9.558 1.961 -1.713
Br -8.720 -1.044 -2.460
H -8.394 1.072 -3.719
C -6.385 5.886 3.971
Br -5.583 4.134 3.724
Br -6.015 6.600 5.732
Br -5.869 7.122 2.569
H -7.463 5.756 3.899
C 0.921 10.632 -2.010
Br 0.751 9.215 -0.698
Br 2.403 10.320 -3.218
Br -0.736 10.928 -2.968
H 1.141 11.546 -1.464
C 4.950 -12.660 -1.809
Br 3.431 -12.727 -3.014
Br 4.657 -11.435 -0.335
Br 5.445 -14.423 -1.182
H 5.792 -12.277 -2.380
```

**E_LUMO**: -0.1559 Eh
**Orbital gap**: 0.263 hartree
**Highest occupied orbital energy**: -0.419 Ha
**Charge**: +1
**2S+1**: 1

Results of the Mulliken charge analysis, in e, for atoms 1 through 2: atom 1 (C): -0.4729, atom 2 (C): -0.3233

---

# 5
DFT (wB97M-V/def2-TZVPD) results for a 5-piece molecular cluster, C20H35ClF9O22PS6 overall.

```
94
C20H35ClF9O22PS6 (wB97M-V/def2-TZVPD)
C 9.494 1.626 0.302
C 8.504 2.446 -0.527
C 7.160 2.591 0.228
C 5.906 2.794 -0.648
C 4.835 1.650 -0.865
C 3.573 2.478 -1.199
C 2.482 1.925 -2.123
C 1.147 1.623 -1.431
F 1.356 1.284 -0.139
F 0.552 0.616 -2.101
C 0.197 2.852 -1.533
F 0.825 4.004 -1.380
F -0.291 2.855 -2.762
S -1.273 2.818 -0.313
F -1.426 4.394 -0.443
F -0.338 2.979 0.948
F -1.269 1.227 -0.217
F -2.310 2.685 -1.526
F -2.521 2.812 0.667
O 5.288 0.987 -2.103
S 6.302 -0.190 -1.750
O 7.647 0.019 -2.154
O 5.724 -1.386 -2.269
O 6.172 -0.071 -0.160
C 4.837 0.480 0.143
C 3.965 -0.815 -0.022
O 3.003 -0.797 -1.052
C 2.018 -1.787 -0.776
P 4.588 0.856 2.003
O 2.989 0.691 2.200
Cl 4.789 2.900 2.279
H 9.307 1.838 1.362
H 9.389 0.548 0.170
H 10.531 1.922 0.136
H 8.926 3.454 -0.605
H 8.380 2.082 -1.542
H 7.074 1.804 0.977
H 7.283 3.499 0.826
H 6.216 3.100 -1.647
H 5.357 3.616 -0.190
H 3.183 2.887 -0.266
H 3.963 3.339 -1.744
H 2.797 1.068 -2.713
H 2.237 2.690 -2.865
H 4.625 -1.662 -0.218
H 3.450 -1.091 0.906
H 1.322 -1.830 -1.609
H 1.433 -1.505 0.109
H 2.488 -2.763 -0.623
H 2.480 1.481 1.970
O 0.778 -1.926 2.884
S -0.156 -1.692 3.926
O 0.129 -2.039 5.272
O -1.558 -2.328 3.498
C -2.583 -1.322 3.502
C -1.852 -0.037 3.188
O -0.607 -0.155 3.892
H -3.036 -1.295 4.494
H -3.346 -1.559 2.765
H -2.396 0.843 3.521
H -1.631 0.052 2.122
O -6.882 -0.938 6.698
S -5.837 -1.884 6.547
O -5.725 -2.712 5.401
O -5.783 -2.793 7.859
C -4.486 -2.713 8.470
C -3.978 -1.334 8.105
O -4.431 -1.139 6.756
H -3.857 -3.497 8.044
H -4.569 -2.858 9.543
H -2.895 -1.257 8.153
H -4.427 -0.561 8.732
O -4.026 -3.558 -2.453
S -3.727 -2.458 -3.300
O -3.510 -2.584 -4.689
O -2.418 -1.723 -2.709
C -2.749 -0.353 -2.430
C -4.235 -0.362 -2.113
O -4.796 -1.322 -3.019
H -2.541 0.236 -3.327
H -2.152 0.022 -1.611
H -4.707 0.606 -2.255
H -4.416 -0.710 -1.093
O -6.498 -0.913 -4.589
S -6.612 -2.151 -5.273
O -5.643 -3.177 -5.127
O -6.816 -1.838 -6.833
C -8.031 -2.429 -7.306
C -8.940 -2.450 -6.094
O -8.069 -2.773 -5.005
H -7.809 -3.439 -7.657
H -8.438 -1.841 -8.124
H -9.731 -3.191 -6.174
H -9.378 -1.467 -5.906
```

**E_LUMO**: -0.0065 Eh
**Orbital gap**: 0.353 hartree
**Highest occupied orbital energy**: -0.360 Ha
**2S+1**: 1
**SMILES**: CCCC[C@@]1(CCC(F)(F)C(F)(F)S(F)(F)(F)(F)F)OS(=O)(=O)O[C@@]1(COC)P(O)Cl.O=S1(=O)OCCO1.O=S1(=O)OCCO1.O=S1(=O)OCCO1.O=S1(=O)OCCO1

Results of the Mulliken charge analysis, in e, for atoms 1 through 2: atom 1 (C): -1.4189, atom 2 (C): -0.4138

---

no.,E_tot (eV),F_max (hartree/bohr)
1,-25513.2761,0.10944
2,-154156.0540,0.02254
3,-9813.1502,0.00721
4,-2184510.2604,0.09347
5,-177625.3580,0.03762